No. 1
Entry from the Open Molecules 2025 dataset: a molecular structure, CCl4NOP in a non-equilibrium geometry (ωB97M-V/def2-TZVPD).

Last column: Löwdin charge in e.
CARTESIAN COORDINATES (ANGSTROEM)
C  0.04999  -1.24765  -0.84473  -1.34
N  0.85199  -0.49099  -0.17042  -0.26
O  -1.24429  2.28597  -0.41448  -0.53
P  0.13871  0.79851  0.65785  0.02
Cl  0.73027  -2.12267  -2.10609  0.73
Cl  -1.61361  -1.33603  -0.59923  0.72
Cl  1.66943  1.96680  1.14817  0.32
Cl  -0.58250  0.14606  2.32894  0.35

**Gap between HOMO and LUMO (alpha / beta)**: 8.18 / 8.18 eV
**LUMO (alpha / beta)**: -0.0505 / -0.0505 Eh
**2S+1**: 1
**E_tot**: -63949.6083 eV
**Max |F|**: 5.5 eV Å⁻¹

***

No. 2
Entry from the Open Molecules 2025 dataset: 2 unconnected molecules or ions with the total composition CCl4NOP in a non-equilibrium geometry (ωB97M-V/def2-TZVPD).

Last column: Löwdin charge in e.
CARTESIAN COORDINATES (ANGSTROEM)
C  -2.59920  0.39449  -0.13617  -0.85
N  -2.88712  -0.65530  -0.45615  0.10
O  3.25810  -0.44427  0.10102  -0.41
P  1.80071  -0.38605  0.10379  -0.45
Cl  -2.37071  1.89587  0.43941  0.74
Cl  1.07332  0.97388  -1.26208  0.25
Cl  0.86391  -2.03984  -0.56016  0.32
Cl  0.86099  0.26123  1.77035  0.31

**Gap between HOMO and LUMO**: 11.33 eV
**LUMO**: -0.0174 Eh
**2S+1**: 1
**E_tot**: -63954.8747 eV
**Max |F|**: 2.0 eV Å⁻¹

***

No. 3
Entry from the Open Molecules 2025 dataset: a single CClF3N2O3 molecule in a non-equilibrium geometry (ωB97M-V/def2-TZVPD).

Last column: Löwdin charge in e.
CARTESIAN COORDINATES (ANGSTROEM)
C  -1.19593  0.80835  1.07534  -0.79
N  1.62048  -0.65899  -1.17446  -0.57
N  0.40360  -1.07683  -1.75701  -0.18
O  2.49286  -0.83235  -1.97787  0.10
O  1.75780  -0.15515  -0.10199  0.07
O  -1.76984  -0.20616  0.46266  -0.16
F  -1.97054  1.61989  1.80733  0.17
F  -0.55268  1.67593  0.20362  0.09
F  -0.27257  0.28095  1.93264  0.09
Cl  -0.51317  -1.45564  -0.47025  1.18

**Gap between HOMO and LUMO**: 7.92 eV
**LUMO**: -0.1466 Eh
**2S+1**: 1
**E_tot**: -30826.2845 eV
**Max |F|**: 3.6 eV Å⁻¹

***

No. 4
Entry from the Open Molecules 2025 dataset: a single CClF3S molecule in a non-equilibrium geometry (ωB97M-V/def2-TZVPD).

Last column: Löwdin charge in e.
CARTESIAN COORDINATES (ANGSTROEM)
C  -0.53804  -0.12771  -0.01306  -1.14
F  -0.35333  -0.90177  1.02536  0.04
F  -0.56094  -0.88797  -1.17562  -0.02
F  2.27961  -0.08157  0.11653  -0.50
S  1.09521  1.11436  -0.01005  0.88
Cl  -1.92251  0.88465  0.05684  0.74

**Gap between HOMO and LUMO**: 9.87 eV
**LUMO**: -0.0104 Eh
**2S+1**: 1
**E_tot**: -32545.6458 eV
**Max |F|**: 3.6 eV Å⁻¹

***

No. 5
Entry from the Open Molecules 2025 dataset: a single CClFO2 molecule in a non-equilibrium geometry (ωB97M-V/def2-TZVPD).

Last column: Löwdin charge in e.
CARTESIAN COORDINATES (ANGSTROEM)
C  -1.75132  -0.39036  0.13124  -0.44
O  -2.61227  0.24427  -0.27629  0.13
O  1.72872  0.63793  0.11550  -0.42
F  2.64718  -0.30385  -0.16260  -0.17
Cl  -0.01231  -0.18800  0.19215  0.90

**Gap between HOMO and LUMO (alpha / beta)**: 8.43 / 8.43 eV
**LUMO (alpha / beta)**: -0.0710 / -0.0709 Eh
**2S+1**: 1
**E_tot**: -20364.9146 eV
**Max |F|**: 3.3 eV Å⁻¹

***

No. 6
Entry from the Open Molecules 2025 dataset: a molecular structure, CClFOS in a non-equilibrium geometry (ωB97M-V/def2-TZVPD).

Last column: Löwdin charge in e.
CARTESIAN COORDINATES (ANGSTROEM)
C  0.18214  0.87189  0.02260  -0.74
O  -0.93919  -0.03217  -0.44193  -0.48
F  1.22671  -1.53669  -0.65839  -0.38
S  -0.00925  -0.85056  0.42498  1.07
Cl  -0.53912  1.59506  1.44039  0.53

**Gap between HOMO and LUMO**: 8.91 eV
**LUMO**: -0.0388 Eh
**2S+1**: 1
**E_tot**: -29154.8593 eV
**Max |F|**: 5.1 eV Å⁻¹

***

No. 7
Entry from the Open Molecules 2025 dataset: 2 unconnected molecules or ions with the total composition CClN in a non-equilibrium geometry (ωB97M-V/def2-TZVPD).

Last column: Löwdin charge in e.
CARTESIAN COORDINATES (ANGSTROEM)
C  -0.60201  0.16204  0.00000  -0.18
N  -1.68906  -0.14953  0.00000  0.00
Cl  2.29107  -0.01251  0.00000  0.17

**Gap between HOMO and LUMO (alpha / beta)**: 13.61 / 7.70 eV
**LUMO (alpha / beta)**: 0.0407 / -0.1788 Eh
**2S+1**: 3
**E_tot**: -15043.7647 eV
**Max |F|**: 3.6 eV Å⁻¹

***

No. 8
Entry from the Open Molecules 2025 dataset: a gas-phase ion, CClN4O2S (charge -1) in a non-equilibrium geometry (ωB97M-V/def2-TZVPD).

Last column: Löwdin charge in e.
CARTESIAN COORDINATES (ANGSTROEM)
C  -0.12769  0.30473  0.25707  -0.58
N  -0.19128  1.25666  1.12467  -0.04
N  -0.98653  0.56440  -0.76853  -0.07
N  -0.99052  2.18126  0.65304  -0.10
N  -1.49545  1.69964  -0.47167  -0.14
O  2.03085  -0.75551  -0.80929  -0.35
O  1.10289  -1.78618  1.17485  -0.35
S  0.90142  -1.10194  -0.01637  0.31
Cl  -0.24368  -2.36304  -1.14375  0.34

**Charge**: -1
**Gap between HOMO and LUMO**: 9.22 eV
**LUMO**: 0.1203 Eh
**2S+1**: 1
**E_tot**: -34449.8972 eV
**Max |F|**: 3.8 eV Å⁻¹

***

No. 9
Entry from the Open Molecules 2025 dataset: 2 unconnected molecules or ions with the total composition CClNO4 in a non-equilibrium geometry (ωB97M-V/def2-TZVPD).

Last column: Löwdin charge in e.
CARTESIAN COORDINATES (ANGSTROEM)
C  0.30843  0.30440  -1.81685  -0.49
N  -0.11775  -0.39101  1.28795  -0.73
O  -0.28876  1.23745  -1.49859  0.20
O  0.83986  -0.59228  -2.24616  0.24
O  -0.63140  -1.41406  1.36183  0.10
O  0.81355  -0.08722  0.65563  0.05
Cl  -0.92393  0.94272  2.25619  0.63

**Gap between HOMO and LUMO**: 11.14 eV
**LUMO**: -0.0317 Eh
**2S+1**: 1
**E_tot**: -23236.2187 eV
**Max |F|**: 3.9 eV Å⁻¹

***

No. 10
Entry from the Open Molecules 2025 dataset: 2 unconnected molecules or ions with the total composition CF2O2 in a non-equilibrium geometry (ωB97M-V/def2-TZVPD).

Last column: Löwdin charge in e.
CARTESIAN COORDINATES (ANGSTROEM)
C  -0.83941  -0.00218  0.01370  -0.24
O  1.23803  0.76260  0.19338  -0.11
O  -1.62138  0.82323  -0.12395  0.28
F  -0.69684  -1.24159  0.15204  0.27
F  1.91959  -0.34206  -0.23517  -0.19

**Gap between HOMO and LUMO (alpha / beta)**: 9.07 / 8.96 eV
**LUMO (alpha / beta)**: -0.0483 / -0.0498 Eh
**2S+1**: 1
**E_tot**: -10560.2305 eV
**Max |F|**: 4.2 eV Å⁻¹